This record from the Open Molecules 2025 dataset describes 7 unconnected molecules or ions with the total composition C21H40O21S3 at a distorted geometry. The level of theory is the ωB97M-V functional and the def2-TZVPD basis.

Each line ends with the Löwdin charge.
Cartesian coordinates (Å):
S1 -3.002 4.195 1.725  0.65
S2 4.037 -1.384 -1.246  0.59
S3 1.137 0.243 1.522  0.65
O1 -4.214 4.889 1.021  -0.22
O2 0.786 -5.657 -2.306  0.07
O3 -2.263 -0.925 -2.376  0.09
O4 -1.770 4.365 0.911  -0.29
O5 1.310 5.903 -0.736  -0.01
O6 2.393 -5.905 -0.791  0.09
O7 1.463 -0.981 0.781  -0.33
O8 -2.037 1.088 -1.279  0.09
O9 0.758 1.351 0.622  -0.29
O10 -1.759 -4.198 1.332  0.15
O11 -0.010 -0.190 2.603  -0.23
O12 4.346 -1.357 0.126  -0.28
O13 -3.049 -2.773 0.247  0.08
O14 -0.403 -0.275 -1.384  0.09
O15 -0.051 5.006 -2.178  0.07
O16 -2.976 4.605 3.136  -0.31
O17 5.518 -0.968 -2.013  -0.24
O18 -3.868 -4.765 0.666  0.10
O19 0.604 -4.706 -0.265  0.05
O20 3.674 -2.599 -1.894  -0.26
O21 0.226 7.357 -2.276  0.08
C1 -1.606 -0.028 -1.649  -0.62
C2 6.552 -1.848 -1.547  -0.30
C3 -5.509 6.752 0.538  -0.06
C4 -3.215 2.516 1.866  -0.12
C5 0.364 3.902 -1.602  -0.16
C6 -4.301 6.251 1.304  -0.33
C7 -2.805 -3.961 0.764  -0.53
C8 3.073 -0.074 -1.692  -0.11
C9 -1.129 -0.898 1.987  -0.24
C10 2.722 -5.218 0.492  -0.06
C11 1.239 -5.411 -1.159  -0.61
C12 -2.081 -1.338 3.088  -0.02
C13 -0.197 -1.594 -1.887  -0.11
C14 0.467 6.179 -1.856  -0.41
C15 7.975 -1.381 -1.919  -0.04
C16 1.446 4.508 -0.572  -0.13
C17 -1.482 -2.024 -2.579  -0.13
C18 -4.880 -4.063 0.107  -0.14
C19 1.418 -4.630 0.921  -0.10
C20 2.545 0.760 2.408  -0.14
C21 -4.243 -2.714 -0.291  -0.18
H1 3.363 1.206 1.729  0.11
H2 -4.258 -2.769 -1.365  0.13
H3 -1.423 -2.332 -3.728  0.18
H4 2.636 4.353 -0.615  0.15
H5 8.116 -1.318 -3.003  0.09
H6 -5.426 -4.519 -0.772  0.15
H7 8.607 -2.022 -1.618  0.00
H8 0.972 3.276 -2.383  0.16
H9 -1.708 -2.062 3.866  0.12
H10 -3.973 2.270 2.372  0.00
H11 2.206 -0.098 -0.970  0.07
H12 -5.580 8.003 0.640  0.16
H13 6.542 -1.987 -0.403  0.13
H14 -2.453 -0.483 3.518  0.04
H15 3.610 -4.711 0.586  0.10
H16 -2.875 -1.790 2.540  0.06
H17 -6.331 6.107 0.733  0.06
H18 -5.168 6.588 -0.464  0.06
H19 1.014 -5.259 1.783  0.15
H20 2.860 -6.177 1.013  0.13
H21 3.213 -0.189 -2.878  0.17
H22 6.466 -2.837 -1.804  0.08
H23 -4.373 6.469 2.452  0.15
H24 0.163 -2.123 -1.025  0.10
H25 -2.290 1.988 2.134  0.10
H26 -1.580 -0.411 1.009  0.16
H27 3.666 0.606 -1.452  -0.03
H28 -5.749 -3.816 1.002  0.19
H29 1.429 -3.516 1.128  0.13
H30 -1.733 -2.946 -1.946  0.14
H31 -4.751 -1.958 -0.033  0.07
H32 -3.117 2.190 0.813  0.08
H33 2.864 0.047 3.076  0.02
H34 -3.424 6.753 1.035  0.10
H35 -0.615 -1.654 1.629  0.03
H36 7.958 -0.342 -1.504  0.10
H37 0.782 -1.836 -2.336  0.14
H38 2.305 1.714 3.254  0.18
H39 -0.368 3.377 -1.191  0.05
H40 1.242 4.215 0.512  0.12

For the strongest force on any atom, the calculation gives 0.177 hartree/bohr. The LUMO energy comes out at 0.06 eV. The value obtained for the energy is -97916.716 eV. As for the energy above the lowest of the compared OMol25 structures with the same formula, charge and spin: 0.0 kcal per mole. As for the spin multiplicity: 1. The total charge is 0.